# 1
{
  "formula": "C4H8NO2",
  "method": "ωB97M-V with the def2-TZVPD basis set",
  "symbols": ["N", "H", "H", "H", "C", "C", "O", "H", "O", "H", "C", "H", "H", "H", "C"],
  "xyz": [[-0.6248, -1.3234, 0.1082], [1.3301, -2.0725, -0.4504], [0.1186, -0.2021, 2.7327], [-1.7009, 0.2111, 0.9367], [-0.3828, 0.8974, -0.5660], [0.5152, -1.4290, -0.8533], [-0.0724, 2.0987, -0.4363], [-1.0126, 0.5769, -1.4252], [0.9646, -0.1738, -1.0848], [-0.8159, -2.0606, 0.7661], [-0.6640, -0.0086, 0.6452], [1.2819, -0.1538, 1.4737], [0.5445, 1.3279, 1.9306], [0.1254, -1.9543, -1.7530], [0.3137, 0.2748, 1.7610]],
  "nbo_charge": [-0.688, 0.095, 0.170, 0.171, 0.456, 0.122, -0.778, 0.074, -0.731, 0.346, -0.135, 0.212, 0.225, 0.096, -0.636],
  "charge": -1,
  "orbital_gap_ha": 0.2855,
  "lumo_energy_ev": 4.3,
  "de_lowest_kj_mol": 231.6
}


# 2
{
  "formula": "C4H7NO2",
  "method": "ωB97M-V with the def2-TZVPD basis set",
  "symbols": ["C", "H", "H", "C", "H", "H", "C", "C", "H", "H", "O", "N", "H", "O"],
  "xyz": [[-0.3452, -0.1596, 0.1152], [0.1440, 1.4743, -1.6430], [2.6833, -1.4548, 0.7554], [-1.5175, 0.3143, 0.9073], [1.5468, 0.2939, -1.5654], [1.7548, -1.6074, -0.6755], [0.5066, 0.5579, -1.3399], [0.7826, -0.6499, 0.9283], [-2.4903, -0.0959, 0.5139], [-1.3308, -0.0070, 1.9862], [-0.2762, -0.5411, -1.2590], [1.8182, -1.2821, 0.2909], [-1.5907, 1.4297, 0.8615], [0.7966, -0.4871, 2.1089]],
  "nbo_charge": [0.185, 0.171, 0.403, -0.685, 0.171, 0.394, -0.028, 0.608, 0.231, 0.279, -0.506, -0.845, 0.233, -0.611],
  "orbital_gap_ha": 0.3634,
  "lumo_energy_ev": 0.8,
  "de_lowest_kj_mol": 298.4
}


# 3
{
  "formula": "C36H24N11Re",
  "method": "ωB97M-V with the def2-TZVPD basis set",
  "symbols": ["C", "N", "H", "H", "H", "C", "H", "H", "H", "C", "C", "H", "H", "Re", "N", "C", "H", "C", "H", "C", "C", "H", "H", "N", "C", "N", "H", "H", "C", "C", "C", "C", "H", "H", "C", "C", "C", "N", "C", "C", "N", "H", "N", "H", "C", "C", "C", "C", "C", "C", "C", "C", "H", "C", "C", "C", "H", "C", "C", "H", "C", "N", "C", "H", "H", "H", "N", "C", "C", "C", "N", "N"],
  "xyz": [[2.7099, 0.2255, 1.3112], [-0.8362, -0.0928, 2.0288], [-5.6902, -1.5718, 2.0050], [-1.9247, -1.8762, 4.6427], [-3.7358, 2.4799, 0.1745], [1.3687, 1.8429, -0.4396], [3.2558, 2.7635, -0.8546], [4.9190, 3.4503, 0.6333], [1.5039, -1.2853, -3.9193], [-1.1535, 4.7035, -2.0070], [-0.3779, -5.8918, -0.1179], [-2.6573, 3.6776, -0.8614], [0.7451, -4.6965, -1.5330], [-1.3522, 0.5723, -0.1010], [7.5879, 1.5349, 0.9853], [0.7565, -0.5236, -3.7569], [-5.8731, 2.6597, 1.3280], [0.4863, 2.8044, -1.0892], [5.2949, -0.8447, 0.8722], [-5.3973, 1.6972, 1.2346], [-0.7246, -3.5659, -0.4660], [1.0899, 0.5648, -5.5652], [-1.7971, 5.4996, -2.3537], [-3.4768, 0.4537, 0.4649], [2.7426, 1.9918, -0.3050], [-0.8189, 2.7298, -0.7153], [7.3996, 3.5710, 0.8650], [-2.9864, -4.7943, 1.7796], [-2.1601, -4.7700, 1.0883], [-1.6199, 3.6932, -1.1620], [0.4299, -0.5745, 2.0263], [-0.6220, -2.1960, -0.9441], [7.7567, -0.4993, 1.1322], [-0.8049, 2.1405, -5.1021], [-0.0177, -0.6313, -2.5877], [0.9145, 3.7921, -1.9822], [3.4449, 1.1454, 0.5560], [0.1479, -1.7780, -1.8903], [-1.4166, -5.9161, 0.8050], [6.8790, 2.6225, 0.8539], [-0.0812, -2.0783, 3.7733], [-6.9324, 0.5843, 2.2692], [0.7007, 0.8615, 0.1910], [1.9313, 3.8248, -2.3482], [-5.3060, -0.6409, 1.6183], [5.4979, 2.5439, 0.7100], [5.7060, 0.1517, 0.8757], [-1.2202, 1.2554, -3.2047], [-2.3486, -2.2487, 0.4864], [-1.2671, -1.5183, 3.8656], [-4.1781, 1.5905, 0.5970], [-4.0436, -0.6746, 1.0005], [-2.0414, 1.9266, -2.9873], [-0.0292, -4.7182, -0.7851], [0.5104, 0.4847, -4.6591], [4.9009, 1.2810, 0.7165], [-2.6359, -0.0608, 3.0336], [7.0787, 0.3338, 1.0058], [-1.6600, -0.5161, 2.9764], [-1.6648, -6.8446, 1.2986], [-0.5346, 1.3718, -4.3967], [-1.5367, -1.4194, -0.2650], [-5.9872, 0.5480, 1.7528], [1.7608, -2.0595, 2.8865], [0.1650, -6.8015, -0.3281], [3.1941, -0.3628, 2.0726], [0.0905, 4.7056, -2.4392], [0.7816, -1.6033, 2.9039], [1.3390, 0.1252, 1.1212], [-1.7983, -3.5972, 0.4502], [-3.4411, -1.8852, 1.0490], [-0.9412, 0.3300, -2.2766]],
  "lowdin_charge": [0.105, 0.015, 0.138, 0.139, 0.080, -0.169, 0.133, 0.116, 0.137, -0.041, -0.009, 0.104, 0.129, 1.688, 0.095, 0.048, 0.132, -0.183, 0.116, 0.006, -0.095, 0.136, 0.139, -0.039, 0.105, -0.015, 0.128, 0.129, 0.035, -0.079, -0.173, -0.246, 0.127, 0.133, -0.301, -0.022, -0.087, 0.212, -0.007, -0.091, 0.151, 0.138, -0.021, 0.139, 0.047, 0.011, 0.011, -0.121, -0.255, -0.033, -0.114, -0.316, 0.117, 0.035, 0.014, -0.177, 0.124, -0.093, -0.059, 0.129, 0.004, -0.009, 0.020, 0.141, 0.128, 0.139, 0.149, -0.011, -0.163, -0.094, 0.209, -0.008],
  "spin_multiplicity": 2,
  "s2": 0.933,
  "charge": 3,
  "orbital_gap_ha": [0.1490, 0.1776],
  "lumo_energy_ev": [-11.8, -11.0],
  "de_lowest_kj_mol": 0.0
}


# 4
{
  "formula": "C27H43NOP2Si2Tm",
  "method": "ωB97M-V with the def2-TZVPD basis set",
  "symbols": ["C", "H", "P", "C", "C", "H", "Si", "C", "H", "H", "C", "H", "H", "C", "H", "O", "H", "C", "H", "C", "C", "H", "H", "H", "C", "H", "Si", "H", "H", "H", "H", "H", "H", "C", "H", "H", "H", "C", "C", "C", "H", "N", "H", "Tm", "H", "H", "P", "H", "C", "H", "H", "H", "H", "C", "C", "H", "C", "H", "H", "C", "H", "H", "H", "C", "C", "C", "C", "H", "C", "H", "C", "H", "C", "H", "H", "H", "C"],
  "xyz": [[2.4949, 1.6682, 2.3858], [-0.0033, -1.6586, 5.0224], [2.2573, 1.1407, 0.6644], [2.1792, 2.7504, -0.2765], [0.1450, -4.1964, -0.3718], [-3.6489, -0.4323, 2.0048], [-0.3777, -2.4280, 2.7223], [-1.0007, -0.5837, -3.2923], [4.0741, 0.5079, -0.8765], [-4.0056, 0.2708, 0.4006], [-3.7176, 0.5133, 1.4372], [-3.2514, 3.3565, 0.8691], [-1.4688, 3.4938, 0.5203], [1.5748, 1.6946, -4.4612], [-1.0526, 2.7185, 3.1161], [-1.1310, -0.7499, -2.0206], [1.6917, 2.3520, 2.6859], [-1.8591, 1.9762, 3.1257], [-2.7985, -2.7849, 3.0800], [-1.8643, 1.7633, -3.1995], [3.8990, 0.4649, 0.2083], [1.0863, -1.1823, -1.9783], [4.7121, 1.0054, 0.7226], [0.6852, -4.8669, -1.0587], [-0.8168, 1.0309, -3.9409], [1.4142, 1.5261, -5.5273], [1.3204, -2.7789, 0.0711], [3.7414, -2.8893, 0.6531], [0.0328, -4.1861, 4.3635], [-4.7304, 2.9350, -0.8622], [-1.6980, -0.5933, -4.2931], [3.4771, 2.1469, 2.5214], [-2.5502, -2.2240, 1.3954], [-0.4586, -1.2033, 4.1332], [-2.7958, 2.4348, 3.4654], [3.1199, -4.4515, 0.0872], [1.8265, -2.7379, -2.3067], [1.9464, 2.3889, -1.7438], [0.7188, 1.8375, -2.1977], [2.8087, 2.1815, -4.0186], [-2.1883, -3.9222, 1.8365], [-0.3528, 1.6974, -1.3134], [2.7842, -1.4916, -1.5082], [-0.2048, -0.0231, 0.0525], [0.2795, -4.8711, 2.7453], [3.9284, -0.5934, 0.5066], [-2.0611, 1.3135, 1.4666], [2.4265, 0.7721, 3.0167], [2.9731, 2.5566, -2.6678], [-1.4900, -0.9442, 4.3908], [1.5353, -3.8482, 3.4793], [1.5262, -1.1443, 1.8930], [-0.9300, 1.0136, -5.0532], [-2.6480, 2.4866, -1.0135], [-2.1408, -2.8752, 2.1921], [-5.2114, 2.4431, -3.2628], [1.7726, -1.9246, -1.5591], [3.1646, 3.2674, -0.1557], [1.3611, 3.3763, 0.1455], [-2.3662, 2.8519, 0.4445], [2.7936, -3.9150, 1.7436], [-0.7491, -3.8118, -0.8847], [0.0895, -0.2792, 3.9245], [2.9139, -3.5877, 0.7146], [0.4522, -3.9861, 3.3686], [-3.1688, 1.9325, -3.7413], [-1.6211, 1.9955, -1.8383], [3.9525, 2.8982, -2.3059], [-3.9347, 2.6371, -1.5350], [-1.5660, 1.1631, 3.7990], [0.7007, -1.6967, 1.4129], [-4.4806, 1.1746, 1.8849], [0.5486, 1.4976, -3.5386], [-3.3344, 1.7894, -4.7930], [3.6394, 2.3010, -4.7012], [-0.1685, -4.7775, 0.5049], [-4.2020, 2.3137, -2.8807]],
  "lowdin_charge": [-0.249, 0.042, 0.830, -0.274, -0.165, 0.030, 0.354, 0.031, 0.050, 0.057, -0.233, 0.099, 0.095, -0.018, 0.053, -0.148, 0.043, -0.246, 0.042, -0.147, -0.222, -0.023, 0.064, 0.043, -0.146, 0.119, 0.341, 0.014, 0.034, 0.115, 0.179, 0.062, 0.006, -0.181, 0.067, 0.035, 0.061, -0.238, -0.234, -0.058, 0.038, -0.110, 0.032, 1.113, 0.030, 0.030, 0.811, 0.041, -0.047, 0.027, 0.029, -0.027, 0.158, -0.230, -0.176, 0.107, -0.174, 0.105, 0.093, -0.267, 0.016, 0.033, 0.010, -0.152, -0.183, -0.002, -0.218, 0.119, -0.028, 0.015, -0.567, 0.066, -0.157, 0.112, 0.104, 0.021, -0.059],
  "spin_multiplicity": 3,
  "s2": 2.007,
  "charge": 1,
  "orbital_gap_ha": [0.2032, 0.2077],
  "lumo_energy_ev": [-4.3, -4.3]
}


# 5
{
  "formula": "C21H39N4Ta",
  "method": "ωB97M-V with the def2-TZVPD basis set",
  "symbols": ["H", "H", "C", "H", "H", "H", "C", "H", "H", "H", "C", "H", "C", "C", "C", "H", "H", "H", "H", "C", "H", "H", "C", "H", "H", "N", "C", "H", "C", "Ta", "C", "C", "H", "H", "H", "H", "H", "H", "C", "C", "C", "H", "H", "H", "H", "H", "H", "C", "H", "H", "H", "C", "N", "H", "H", "H", "H", "C", "H", "C", "N", "C", "N", "C", "H"],
  "xyz": [[2.5636, 1.7504, 2.5638], [1.5373, 2.4690, -0.9920], [0.8668, -2.4936, 4.4439], [-1.9251, 4.0167, 0.1406], [1.4181, 0.3048, 6.3318], [1.6597, -0.2155, -4.2657], [0.3705, 0.2562, 4.4484], [-0.3708, 3.7429, -0.6596], [3.2572, -0.8487, -3.8668], [-3.0613, -0.9047, -1.5980], [2.1284, 2.3486, -0.0711], [0.1196, 1.3244, 4.4456], [3.2827, -0.6864, -1.2487], [-0.7457, 0.1216, 2.1900], [2.1954, -0.1015, -2.1618], [-3.0308, -1.3832, 1.0081], [0.1889, -1.9850, -2.2164], [-3.2800, 0.9207, -0.2100], [2.4385, 0.9637, -2.3257], [1.0812, -0.3209, 5.4988], [3.4998, 0.6510, 1.4870], [-1.8214, -0.7267, -3.3957], [2.2194, -0.7813, -3.5183], [-3.3848, 2.6896, -0.2718], [-3.1623, -3.5106, -1.9173], [1.6214, 1.2383, 0.7386], [1.3434, -1.6974, 5.4938], [-1.7081, -0.3667, 1.9831], [-3.1264, -2.0785, 0.1673], [-0.1717, 0.4682, 0.1227], [0.1627, -1.9131, 3.3767], [2.4885, 0.9070, 1.8521], [3.6931, -1.6007, -1.7000], [1.0261, -3.5709, 4.4521], [-0.9240, 2.9887, -2.9613], [2.8849, -0.9563, -0.2626], [3.1734, 2.1618, -0.3682], [-0.8987, 1.1990, 2.3980], [-0.7596, -0.4651, -3.3435], [-0.1726, -0.9594, -1.9947], [-1.0162, 3.3966, 0.1593], [-2.2939, -2.5510, -3.1129], [0.1666, 1.2706, -4.3269], [-3.1244, 1.8787, 1.2829], [4.1089, 0.0215, -1.1122], [-2.7921, -3.0701, 0.5027], [-1.3844, -3.4358, -1.8558], [-0.0536, -0.5252, 3.3536], [-4.2023, -2.1619, -0.0549], [2.0776, 3.2988, 0.4895], [-0.2370, -2.5102, 2.5532], [-2.3995, -1.6542, -1.1140], [-1.4286, 2.0007, 0.0154], [2.1165, 0.0373, 2.4038], [-2.0762, 1.7036, -2.2560], [-0.4981, 3.5609, 1.1171], [1.8968, -2.1546, 6.3167], [-2.8753, 1.8469, 0.2145], [1.8282, -1.8015, -3.4474], [-2.2919, -2.8583, -2.0623], [0.8950, -0.1435, -1.4836], [-0.5373, 0.9957, -3.5333], [-1.1313, -1.0058, -0.8800], [-1.1888, 1.9377, -2.8449], [-0.2356, -1.0333, -4.1180]],
  "nbo_charge": [0.183, 0.209, -0.218, 0.196, 0.212, 0.207, -0.227, 0.201, 0.218, 0.165, -0.413, 0.207, -0.615, -0.932, -0.036, 0.208, 0.159, 0.209, 0.183, -0.204, 0.177, 0.220, -0.616, 0.194, 0.215, -0.789, -0.244, 0.240, -0.602, 2.402, -0.184, -0.408, 0.202, 0.211, 0.198, 0.223, 0.186, 0.240, -0.506, 0.141, -0.415, 0.211, 0.196, 0.191, 0.205, 0.210, 0.214, -0.018, 0.212, 0.186, 0.202, -0.040, -0.815, 0.219, 0.198, 0.192, 0.213, -0.418, 0.203, -0.625, -0.796, -0.160, -0.789, -0.405, 0.220],
  "orbital_gap_ha": 0.3063,
  "lumo_energy_ev": 0.7
}


# 6
{
  "formula": "C4H5NO",
  "method": "ωB97M-V with the def2-TZVPD basis set",
  "symbols": ["O", "C", "H", "N", "C", "C", "H", "H", "H", "H", "C"],
  "xyz": [[-1.5266, 0.6307, -0.1610], [-0.1971, 1.0867, -0.4645], [0.2307, 1.6254, 0.3954], [2.6720, -0.9694, 0.5409], [-0.9238, -0.4568, 0.5546], [1.6290, -0.6696, 0.1366], [-1.3230, -1.4546, 0.4055], [-0.1208, 1.6262, -1.4084], [0.0778, -0.9297, -1.2497], [-0.8267, -0.1454, 1.6047], [0.3084, -0.3435, -0.3541]],
  "nbo_charge": [-0.515, -0.040, 0.173, -0.306, -0.043, 0.276, 0.194, 0.200, 0.249, 0.188, -0.378],
  "orbital_gap_ha": 0.4221,
  "lumo_energy_ev": 0.8,
  "de_lowest_kj_mol": 182.9
}


What is the formula in the third record? C36H24N11Re